(1)
Formula: CH6OS2
Source: the Open Molecules 2025 dataset
Level of theory: ωB97M-V with the def2-TZVPD basis set

Computed properties:
SMILES: CO.SS
Largest force on an atom (Eh/bohr): 0.03782
Orbital gap (eV): 9.31
HOMO level (eV): -9.1
Energy relative to the best compared isomer or geometry (same formula, charge and spin) (kcal per mole): 20.3

Last column: Löwdin charge in e.
Cartesian coordinates (Å):
1 S 4.462 4.755 -2.352  0.21
2 S 2.946 4.514 -3.797  0.21
3 O -2.004 -4.095 1.653  -0.13
4 C -2.223 -2.685 1.621  -0.16
5 H -2.783 -2.339 2.487  0.08
6 H -2.406 -4.466 2.448  0.07
7 H 3.639 5.172 -1.379  -0.21
8 H -1.231 -2.214 1.719  0.07
9 H -2.568 -2.354 0.658  0.07
10 H 2.167 3.712 -3.060  -0.21

***

(2)
Formula: C32H48BiCl2F6O4PS2
Source: the Open Molecules 2025 dataset
Level of theory: ωB97M-V with the def2-TZVPD basis set

Computed properties:
Total charge: +1
Largest force on an atom (Eh/bohr): 0.13081
Orbital gap (spin up / spin down) (eV): 6.95 / 4.67
Multiplicity: 2
HOMO level (spin up / spin down) (eV): -10.3 / -10.2
Energy relative to the best compared isomer or geometry (same formula, charge and spin) (kcal per mole): 18.9
⟨S²⟩: 0.76

Last column: Löwdin charge in e.
Cartesian coordinates (Å):
1 Bi 0.563 0.040 -0.211  2.11
2 Cl 8.001 0.766 -1.655  0.69
3 Cl 3.718 -2.194 -3.006  0.78
4 S 0.885 -3.278 -0.899  0.97
5 S -0.119 2.323 -2.682  1.01
6 P -0.482 -1.477 -3.968  0.23
7 F -1.473 -0.211 -3.984  -0.15
8 F -1.520 -2.239 -2.992  -0.15
9 F 0.195 -0.734 -2.467  -0.37
10 F -1.112 -2.080 -5.281  -0.09
11 F 0.628 -0.660 -4.801  -0.14
12 F 0.540 -2.689 -3.761  -0.17
13 O 0.239 -2.290 0.076  -0.69
14 O 2.278 1.378 0.915  -0.12
15 O 2.396 -0.793 -0.812  -0.34
16 O 0.817 1.926 -1.534  -0.71
17 C 2.042 -4.243 0.104  -0.30
18 C -4.661 -0.630 1.307  -0.02
19 C -0.839 1.874 2.043  -0.24
20 C 0.205 -5.797 -0.104  -0.22
21 C 0.855 3.152 3.409  -0.04
22 C 5.571 1.075 -0.479  -0.05
23 C -1.477 4.000 3.090  -0.03
24 C -0.317 3.220 2.423  -0.54
25 C -1.488 -0.291 2.296  -0.12
26 C 1.230 -5.266 0.889  -0.22
27 C 4.207 0.721 -0.328  -0.11
28 C 5.731 -0.604 -2.187  -0.08
29 C 3.493 1.448 0.703  -0.13
30 C -3.512 -0.139 0.408  -0.53
31 C -0.227 -2.022 3.645  -0.06
32 C -0.024 4.148 -2.727  -0.28
33 C 1.521 3.429 -4.485  -0.23
34 C 0.093 4.037 1.184  -0.05
35 C 0.810 2.115 -4.229  -0.29
36 C 4.403 -0.953 -2.026  -0.56
37 C 6.318 0.404 -1.390  -0.65
38 C -2.540 -1.333 4.295  -0.02
39 C -1.582 -1.590 3.094  -0.52
40 C 3.610 -0.316 -1.063  -0.33
41 C 0.571 4.510 -4.083  -0.23
42 C -0.539 0.673 2.663  -0.02
43 C -0.269 -4.653 -1.005  -0.28
44 C -1.896 1.634 1.134  -0.03
45 C -2.093 -2.839 2.338  -0.05
46 C -4.090 0.994 -0.434  -0.06
47 C -2.361 0.370 1.254  -0.11
48 C -3.022 -1.222 -0.538  -0.03
49 H -0.275 4.552 -4.806  0.13
50 H 0.692 -6.577 -0.713  0.12
51 H -3.823 -1.547 -1.207  0.11
52 H 0.221 -1.244 4.263  0.08
53 H -1.463 -3.014 1.473  0.04
54 H -1.107 4.947 3.452  0.08
55 H 0.421 5.026 1.487  0.09
56 H -1.028 4.536 -2.576  0.09
57 H 0.884 3.568 0.620  0.05
58 H -2.096 -0.584 4.960  0.09
59 H 0.465 -2.262 2.845  0.07
60 H 0.211 0.565 3.438  0.13
61 H 6.016 1.894 0.069  0.12
62 H -2.294 2.391 0.458  0.13
63 H 0.577 4.447 -1.881  0.09
64 H -1.223 -4.209 -0.688  0.10
65 H 1.826 3.487 -5.525  0.13
66 H 1.155 4.171 3.635  0.09
67 H -5.444 -1.058 0.662  0.10
68 H -4.905 0.619 -1.053  0.10
69 H -3.140 -2.791 2.067  0.07
70 H 0.716 -4.754 1.717  0.11
71 H 2.427 3.465 -3.871  0.13
72 H -3.356 1.404 -1.139  0.08
73 H 2.734 -4.688 -0.604  0.10
74 H -1.922 3.453 3.917  0.09
75 H -0.611 -6.306 0.419  0.12
76 H -0.370 -4.969 -2.038  0.10
77 H 0.078 1.888 -4.988  0.10
78 H -2.260 -0.811 -1.198  0.05
79 H -4.486 1.816 0.180  0.10
80 H 4.085 2.125 1.331  0.15
81 H -2.292 4.231 2.404  0.09
82 H -2.668 -2.259 4.851  0.09
83 H 1.845 -6.066 1.313  0.12
84 H 6.327 -1.077 -2.972  0.12
85 H -0.363 -2.891 4.278  0.09
86 H -0.743 4.187 0.492  0.08
87 H 1.458 1.265 -4.071  0.09
88 H 2.626 -3.548 0.709  0.10
89 H -1.965 -3.687 3.002  0.09
90 H 0.617 2.620 4.345  0.10
91 H -4.315 -1.353 2.063  0.05
92 H -2.620 -2.066 0.005  0.06
93 H 1.033 5.492 -4.071  0.12
94 H -5.122 0.195 1.848  0.09
95 H -3.520 -0.948 3.986  0.08
96 H 1.716 2.672 2.968  0.06